1.
Density functional theory data (the ωB97M-V functional and the def2-TZVPD basis) for a structure of composition C25H26N7O3Ru.

Summary:
Gap between HOMO and LUMO (alpha / beta), hartree: 0.3252 / 0.2813
Net charge: +2
LUMO (alpha / beta), hartree: -0.2203 / -0.2644
Multiplicity: 2

Atoms and positions in Å:
Ru (-0.1771, 0.0363, -0.0664)
O (-3.1406, -1.4888, 2.1905)
C (-2.4668, -0.9732, 1.3521)
N (-1.1210, -0.5699, 1.4853)
C (-0.3968, -0.7531, 2.6737)
O (-0.8180, -1.1351, 3.7244)
C (1.0747, -0.4285, 2.4744)
C (1.9921, -0.6685, 3.4719)
C (3.3243, -0.3414, 3.2433)
C (3.6734, 0.2484, 2.0393)
C (2.6927, 0.4518, 1.0809)
N (1.4216, 0.0978, 1.2874)
C (-2.9703, -0.7036, -0.0474)
C (-4.2978, -0.8895, -0.3607)
C (-4.7144, -0.6523, -1.6644)
C (-3.7849, -0.2178, -2.5941)
C (-2.4679, -0.0573, -2.2000)
N (-2.0619, -0.3004, -0.9514)
H (1.6482, -1.0999, 4.4029)
H (4.0762, -0.5399, 3.9954)
H (4.6925, 0.5473, 1.8374)
H (2.9109, 0.9332, 0.1379)
H (-4.9736, -1.2126, 0.4196)
H (-5.7473, -0.8055, -1.9473)
H (-4.0693, -0.0046, -3.6150)
H (-1.7148, 0.2894, -2.8956)
C (3.2239, 0.9750, -2.6498)
C (1.9970, 0.1665, -2.3597)
O (1.0326, 0.6434, -1.7251)
N (1.9418, -1.0772, -2.8174)
C (0.7164, -1.8580, -2.7437)
C (0.6692, -2.7777, -1.5608)
C (0.9517, -4.1222, -1.7145)
C (0.8124, -4.9810, -0.6365)
C (0.4127, -4.4506, 0.5732)
C (0.1841, -3.0903, 0.6647)
N (0.2998, -2.2484, -0.3725)
H (3.1255, 1.9647, -2.2141)
H (3.3623, 1.0801, -3.7263)
H (4.1086, 0.4782, -2.2474)
H (2.7513, -1.4752, -3.2685)
H (0.6127, -2.4172, -3.6708)
H (-0.1136, -1.1623, -2.6691)
H (1.2660, -4.4937, -2.6810)
H (1.0002, -6.0405, -0.7470)
H (0.2671, -5.0731, 1.4447)
H (-0.1166, -2.6782, 1.6108)
C (0.3995, 4.6577, 2.8369)
C (-0.1823, 3.8228, 1.7493)
C (-1.1153, 4.1180, 0.7817)
C (-1.2792, 2.9613, 0.0179)
N (-0.4765, 1.9910, 0.4947)
N (0.1792, 2.5479, 1.5451)
C (-2.1896, 2.7959, -1.1456)
H (-0.0134, 5.6613, 2.7900)
H (1.4840, 4.7249, 2.7447)
H (0.1737, 4.2381, 3.8181)
H (-1.6229, 5.0570, 0.6386)
H (0.8302, 2.0116, 2.0874)
H (-2.5882, 3.7649, -1.4363)
H (-3.0305, 2.1513, -0.8912)
H (-1.6580, 2.3718, -1.9944)

Cartesian forces (eV/Å) of the 6 atoms listed first:
Ru 0.500 -0.746 0.847
O -0.138 -0.063 0.126
C 0.327 0.245 -0.194
N -0.234 -0.111 0.403
C -0.014 0.216 -0.335
O -0.006 -0.072 0.203

=====

2.
Density functional theory data (the ωB97M-V functional and the def2-TZVPD basis) for a cluster of 2 separate species, C25H27B2Cl3F3O3S in total.

Summary:
Gap between HOMO and LUMO, hartree: 0.1725
Net charge: -1
LUMO, hartree: 0.0119

Atoms and positions in Å:
Cl (-3.8098, 0.6853, 3.3396)
B (-2.0812, 1.2708, 3.5491)
Cl (-2.0593, 2.9336, 4.3440)
Cl (-1.0479, 0.0550, 4.5069)
O (-1.4634, 1.3730, 2.1599)
C (-0.2467, 1.6249, 1.8483)
C (0.2481, 2.9863, 1.9757)
C (1.5522, 3.2555, 2.4672)
C (2.1588, 4.4775, 2.1851)
C (1.4661, 5.4513, 1.4570)
C (0.0998, 5.2806, 1.1889)
C (-0.5182, 4.0716, 1.4695)
H (0.4726, 0.7904, 1.7203)
H (2.0730, 2.4737, 3.0218)
H (3.1840, 4.6722, 2.5059)
H (1.9701, 6.3611, 1.1267)
H (-0.4840, 6.0852, 0.7330)
H (-1.5841, 3.9068, 1.2917)
C (-0.4315, -4.3395, -4.4782)
C (-0.0876, -3.7163, -3.1841)
C (1.0846, -3.8595, -2.4693)
C (1.2011, -2.9339, -1.3711)
C (0.1244, -2.0743, -1.2752)
B (0.0534, -0.6324, -0.3881)
C (-0.6936, -1.3778, 0.8736)
C (-0.0559, -2.3935, 1.5863)
C (-0.7668, -3.2112, 2.4671)
C (-2.1328, -2.9850, 2.6311)
C (-2.9797, -3.9057, 3.4795)
F (-4.0716, -3.2649, 3.9942)
F (-3.4562, -4.9727, 2.7568)
F (-2.2813, -4.4249, 4.5315)
C (-2.7538, -1.9276, 1.9968)
C (-2.0135, -1.0959, 1.1489)
O (1.4279, -0.2717, -0.3029)
C (1.6655, 0.7221, -1.3004)
C (2.0538, 2.0059, -0.5895)
C (2.8376, 0.3297, -2.1811)
C (0.2600, 0.8584, -2.0771)
C (-0.1783, 2.2900, -2.3711)
C (0.3090, 0.0629, -3.3624)
O (-0.6907, 0.2955, -1.1706)
S (-1.1367, -2.5819, -2.3661)
H (0.3843, -4.9866, -4.8090)
H (-1.3456, -4.9351, -4.4138)
H (-0.5804, -3.5682, -5.2422)
H (1.8594, -4.5719, -2.7419)
H (2.0435, -2.9444, -0.6937)
H (1.0039, -2.5822, 1.4152)
H (-0.2689, -4.0147, 3.0038)
H (-3.7997, -1.7098, 2.1748)
H (-2.5158, -0.2466, 0.6969)
H (2.3188, 2.7874, -1.3010)
H (1.2266, 2.3557, 0.0264)
H (2.9135, 1.8190, 0.0628)
H (3.0462, 1.1535, -2.8768)
H (3.7302, 0.1705, -1.5626)
H (2.6611, -0.5788, -2.7614)
H (0.6356, 2.8250, -2.8705)
H (-1.0315, 2.2709, -3.0546)
H (-0.4784, 2.8256, -1.4650)
H (0.9431, 0.5832, -4.0929)
H (0.7292, -0.9337, -3.1817)
H (-0.6922, -0.0690, -3.7819)

Cartesian forces (eV/Å) of the 6 atoms listed first:
Cl 0.129 0.400 0.067
B -0.503 -0.355 0.581
Cl 0.111 0.149 0.038
Cl -0.090 0.284 -0.194
O 2.136 0.391 -1.337
C -1.583 0.029 2.918

=====

3.
Density functional theory data (the ωB97M-V functional and the def2-TZVPD basis) for a structure of composition C25H27BCl2FN8O2Pd.

Summary:
Gap between HOMO and LUMO (alpha / beta), hartree: 0.2865 / 0.2237
LUMO (alpha / beta), hartree: 0.0203 / -0.0852
Multiplicity: 4

Atoms and positions in Å:
Pd (0.0799, 0.0511, -0.0062)
C (-0.1669, 2.4089, 3.1296)
C (0.0939, 0.9695, 3.4244)
C (0.5268, 0.4035, 4.6340)
C (0.6430, -0.9394, 4.3704)
N (0.2747, -1.1508, 3.0922)
N (-0.0447, 0.0253, 2.5004)
B (0.2480, -2.4231, 2.2312)
N (1.4757, -2.4609, 1.3160)
C (2.5947, -3.1988, 1.4221)
C (3.4983, -2.7481, 0.4895)
C (2.8423, -1.7032, -0.1767)
C (3.3451, -0.8404, -1.2835)
N (1.6270, -1.5371, 0.3358)
N (-1.0726, -2.4188, 1.3523)
C (-2.1424, -3.1710, 1.5540)
C (-3.0937, -2.8715, 0.5609)
C (-2.4745, -1.8574, -0.2169)
C (-3.0177, -1.1113, -1.3860)
N (-1.2795, -1.6045, 0.2718)
N (0.1564, -3.6891, 3.0691)
C (-0.4994, -3.9234, 4.2359)
C (-0.7095, -5.2748, 4.3374)
C (-0.1537, -5.8151, 3.1564)
C (-0.1331, -7.2385, 2.7051)
N (0.3566, -4.8589, 2.4041)
H (-0.3298, 2.9592, 4.0552)
H (-1.0484, 2.5270, 2.5005)
H (0.6799, 2.8685, 2.6174)
H (0.7318, 0.9075, 5.5629)
H (0.9895, -1.7399, 4.9987)
H (2.6499, -4.0041, 2.1332)
H (4.4852, -3.1313, 0.2959)
H (4.0111, -1.4060, -1.9354)
H (3.9073, 0.0102, -0.8917)
H (2.5177, -0.4633, -1.8813)
H (-2.1918, -3.8881, 2.3565)
H (-4.1202, -3.1876, 0.5271)
H (-3.8924, -1.6184, -1.7882)
H (-2.2665, -1.0278, -2.1722)
H (-3.3105, -0.1017, -1.0899)
H (-0.8140, -3.1247, 4.8832)
H (-1.1931, -5.8009, 5.1431)
H (-0.4034, -7.9041, 3.5240)
H (0.8561, -7.5196, 2.3460)
H (-0.8438, -7.3904, 1.8916)
F (1.7602, 1.4983, -5.5158)
C (1.2699, 1.6820, -4.2750)
C (2.1406, 2.0385, -3.2609)
C (1.6379, 2.2143, -1.9877)
C (0.2648, 2.0407, -1.7088)
C (-0.2438, 2.1474, -0.3609)
C (-0.5806, 1.6927, -2.7863)
C (-0.0861, 1.5108, -4.0600)
H (3.1922, 2.1658, -3.4796)
H (2.3079, 2.4843, -1.1800)
H (-1.3085, 2.3276, -0.2422)
H (0.3730, 2.6761, 0.3577)
H (-1.6390, 1.5576, -2.5984)
H (-0.7262, 1.2300, -4.8850)
Cl (-2.6104, -5.0945, -0.4252)
C (0.2506, -3.7714, -1.7979)
Cl (1.6497, -4.7627, -1.7139)
C (0.1996, -2.5318, -2.5367)
O (-0.3376, -3.5541, -3.1773)
O (0.3382, -1.3635, -2.7030)
H (-0.5366, -4.0064, -1.0883)

Cartesian forces (eV/Å) of the 6 atoms listed first:
Pd 0.089 -0.093 0.405
C -0.050 0.028 0.015
C 0.050 -0.031 -0.066
C 0.049 0.047 0.018
C 0.072 -0.063 -0.032
N -0.093 0.074 -0.121

=====

4.
Density functional theory data (the ωB97M-V functional and the def2-TZVPD basis) for a structure of composition C25H27Cl2GaSb.

Summary:
Gap between HOMO and LUMO, hartree: 0.1999
Net charge: -1
LUMO, hartree: 0.1016

Atoms and positions in Å:
Ga (2.2546, 2.0270, -0.6212)
Cl (1.2517, 3.3116, -2.0268)
Cl (2.1249, 2.4816, 1.4607)
C (3.2013, 0.4982, -1.2646)
H (3.1566, -0.1868, -2.1050)
H (4.0142, 0.2834, -0.5407)
C (-0.0978, 0.0083, -3.3919)
C (1.1169, -0.5866, -3.4652)
H (-0.8228, -0.3128, -2.6373)
C (2.1445, -0.1786, -4.4749)
H (1.4040, -1.3665, -2.7520)
C (1.9296, 1.2659, -4.9374)
H (3.1497, -0.3125, -4.0649)
H (2.0736, -0.8252, -5.3677)
C (0.4843, 1.4515, -5.3889)
H (2.1581, 1.9583, -4.1173)
H (2.6015, 1.4899, -5.7707)
C (-0.5278, 1.1343, -4.2705)
H (0.3304, 2.4746, -5.7533)
H (0.2896, 0.7644, -6.2221)
H (-0.7047, 2.0382, -3.6646)
H (-1.4968, 0.9093, -4.7370)
C (-2.2168, 3.4700, 3.1365)
C (-1.9913, 3.5819, 1.7592)
C (-1.4921, 2.4907, 1.0330)
C (-1.2488, 1.2775, 1.6834)
C (-1.5109, 1.1447, 3.0473)
C (-1.9715, 2.2521, 3.7800)
Sb (-0.5843, -0.4257, 0.4761)
C (1.1335, -1.2621, 1.5199)
C (1.9564, -2.1467, 0.8173)
C (3.1455, -2.6139, 1.3982)
C (3.4980, -2.2101, 2.6901)
C (2.6616, -1.3444, 3.3986)
C (1.4879, -0.8512, 2.8049)
C (-2.1512, -1.6463, 1.3669)
C (-1.8713, -2.6656, 2.2757)
C (-2.9260, -3.2656, 2.9832)
C (-4.2508, -2.8717, 2.7521)
C (-4.5216, -1.8853, 1.7969)
C (-3.4725, -1.2765, 1.0925)
H (-2.5796, 4.3281, 3.7056)
H (-2.2015, 4.5219, 1.2483)
H (-1.2933, 2.5970, -0.0380)
H (-1.3807, 0.1873, 3.5623)
H (-2.1448, 2.1526, 4.8528)
H (1.7058, -2.4473, -0.2042)
H (3.8036, -3.2745, 0.8363)
H (4.4377, -2.5494, 3.1354)
H (2.9237, -1.0306, 4.4084)
H (0.8830, -0.1230, 3.3484)
H (-0.8410, -2.9859, 2.4634)
H (-2.7069, -4.0404, 3.7158)
H (-5.0666, -3.3352, 3.3097)
H (-5.5513, -1.5826, 1.5991)
H (-3.6978, -0.4974, 0.3581)

Cartesian forces (eV/Å) of the 6 atoms listed first:
Ga 1.416 -2.700 -1.669
Cl -0.769 0.885 -0.103
Cl -0.053 0.530 0.755
C 0.196 1.157 1.656
H -0.085 0.618 0.127
H -0.559 -0.284 -0.324

=====

Asked for electronic energy across the records above, the calculation gives -1671.79427 -3322.88393 -2730.36361 -4054.28938 a.u. in order.
Asked for strongest force on any atom across the records above, the calculation gives 1.235 4.393 0.425 3.476 eV/A in order.
Asked for relative energy (zero: lowest compared OMol25 entry of this formula, charge and spin) across the records above, the calculation gives 14.3 261.5 125.3 0.0 kJ/mol in order.